Entry 1:
Formula: C5H5NS
Source: the OMol25 dataset
Level of theory: ωB97M-V/def2-TZVPD

As for the spin multiplicity: 1. The energy above the lowest of the compared OMol25 structures with the same formula, charge and spin comes out at 263.40 kJ/mol.

The geometry in XYZ format:
```
12
C5H5NS, DFT ωB97M-V/def2-TZVPD
C -2.63 1.62 -0.73
C -2.13 0.71 -0.14
C 1.00 -1.29 0.18
C 1.83 -0.86 -0.79
C 0.77 -0.28 1.17
N 1.23 0.88 0.85
S 2.11 0.84 -0.51
H -3.13 2.58 -0.96
H 0.53 -2.31 0.32
H 1.83 -1.31 -1.81
H 0.30 -0.38 2.16
H -1.71 -0.19 0.26
```

***

Entry 2:
Formula: C3H6N2O
Source: the OMol25 dataset
Level of theory: ωB97M-V/def2-TZVPD

As for the spin multiplicity: 1. As for the SMILES: N#C[C@@H](N)CO. The energy above the lowest of the compared OMol25 structures with the same formula, charge and spin comes out at 170.66 kJ/mol.

The geometry in XYZ format:
```
12
C3H6N2O, DFT ωB97M-V/def2-TZVPD
N 2.54 -0.49 -1.28
C 1.67 -0.49 -0.52
C 0.46 -0.46 0.32
N 0.47 0.73 1.16
C -0.77 -0.60 -0.65
O -1.87 0.18 -0.25
H 0.50 -1.34 0.98
H 0.98 1.50 0.75
H -0.48 1.03 1.36
H -0.46 -0.36 -1.68
H -1.12 -1.63 -0.63
H -1.54 1.05 0.03
```

***

Entry 3:
Formula: CH4FNO
Source: the OMol25 dataset
Level of theory: ωB97M-V/def2-TZVPD

As for the spin multiplicity: 1. As for the SMILES: OCNF. The energy above the lowest of the compared OMol25 structures with the same formula, charge and spin comes out at 227.38 kJ/mol.

The geometry in XYZ format:
```
8
CH4FNO, DFT ωB97M-V/def2-TZVPD
O 0.26 -1.02 -0.83
C 0.33 0.34 -0.33
N -0.03 0.44 1.06
F -1.49 0.24 1.16
H -0.47 -1.09 -1.39
H -0.26 1.02 -1.03
H 1.40 0.59 -0.16
H 0.26 -0.53 1.53
```

***

Entry 4:
Formula: C7H14
Source: the OMol25 dataset
Level of theory: ωB97M-V/def2-TZVPD

As for the spin multiplicity: 1. The energy above the lowest of the compared OMol25 structures with the same formula, charge and spin comes out at 464.61 kJ/mol.

The geometry in XYZ format:
```
21
C7H14, DFT ωB97M-V/def2-TZVPD
C -1.31 -1.08 0.61
C -0.55 1.96 0.19
C 1.44 -1.64 0.04
C 2.20 1.35 -0.29
C -2.34 -0.93 -0.48
C 0.31 0.77 0.17
C 0.55 -0.47 0.13
H -1.08 -2.14 0.78
H -1.62 -0.67 1.57
H -0.21 2.67 0.95
H -1.59 1.75 0.43
H -0.50 2.47 -0.77
H 1.69 -2.01 1.04
H 2.36 -1.41 -0.49
H 0.93 -2.44 -0.49
H 2.91 1.08 0.49
H 2.13 2.44 -0.32
H 2.52 0.98 -1.26
H -3.21 -1.57 -0.31
H -1.92 -1.21 -1.45
H -2.72 0.10 -0.55
```

***

Summary of HOMO in hartree
-0.3546 -0.3803 -0.3871 -0.2741
(order as listed above)
Summary of DFT total energy in eV
-17588.1473 -8234.9300 -7354.3153 -7481.4791
(order as listed above)